# 1
Density functional theory data (the ωB97M-V functional and the def2-TZVPD basis) for a single C5H3NO molecule in a non-equilibrium geometry.

The geometry in ORCA input format:
```
! RIJCOSX wB97M-V def2-TZVPD def2/J DEFGRID3
* xyz 0 1
C 2.557 -0.290 0.016
C 1.361 -0.145 -0.020
C -0.037 0.080 -0.012
C -0.749 1.367 0.011
O -1.960 1.459 -0.060
N -2.107 -1.357 -0.147
C -1.041 -0.787 -0.135
H 3.618 -0.410 0.030
H -0.089 2.242 0.033
H -1.551 -2.158 0.283
*
```

As for the SMILES: C#CC(=C=N)C=O. The value obtained for the energy above the lowest of the compared OMol25 structures with the same formula, charge and spin is 3.871 eV. The value obtained for the strongest force on any atom is 1.83 eV/Å. The energy comes out at -322.1495 a.u. The orbital gap comes out at 8.92 eV.


# 2
Density functional theory data (the ωB97M-V functional and the def2-TZVPD basis) for a single C5H3NO molecule in a non-equilibrium geometry.

The geometry in ORCA input format:
```
! RIJCOSX wB97M-V def2-TZVPD def2/J DEFGRID3
* xyz 0 1
O 0.246 0.788 0.947
C -0.570 0.587 -0.121
C -0.221 -0.546 -0.788
C 0.874 -1.101 -0.064
C 1.117 -0.243 0.963
C -1.665 1.477 -0.301
N -2.595 2.152 -0.451
H -0.688 -0.937 -1.681
H 1.367 -2.039 -0.264
H 1.843 -0.223 1.762
*
```

As for the SMILES: N#Cc1ccco1. The value obtained for the energy above the lowest of the compared OMol25 structures with the same formula, charge and spin is 0.096 eV. The value obtained for the strongest force on any atom is 1.11 eV/Å. The energy comes out at -322.2883 a.u. The orbital gap comes out at 10.10 eV.


# 3
Density functional theory data (the ωB97M-V functional and the def2-TZVPD basis) for a single C5H3NO molecule in a non-equilibrium geometry.

The geometry in ORCA input format:
```
! RIJCOSX wB97M-V def2-TZVPD def2/J DEFGRID3
* xyz 0 1
C -0.627 -0.118 -1.389
C 0.180 0.388 -0.201
C -0.119 -0.361 1.037
C -0.537 -0.913 2.007
C 1.627 0.476 -0.300
H -0.424 0.387 -2.416
H -0.145 1.457 -0.013
H -1.079 -1.157 2.945
N 2.786 0.586 -0.301
O -1.662 -0.744 -1.370
*
```

As for the SMILES: C#C[C@@H](C#N)C=O. The value obtained for the energy above the lowest of the compared OMol25 structures with the same formula, charge and spin is 2.470 eV. The value obtained for the strongest force on any atom is 3.59 eV/Å. The energy comes out at -322.2010 a.u. The orbital gap comes out at 10.91 eV.


- strongest force on any atom of number 3 (C5H3NO)?
  3.59 eV/Å


- Number 3 is which compound?
  C5H3NO